A molecular structure, C29H23B2CsF9N7O5. Source: the OMol25 dataset; level of theory: ωB97M-V/def2-TZVPD.

The calculation puts the molar mass at 875.058 g mol⁻¹. Its HOMO-LUMO gap (spin up / spin down) is 0.2343 / 0.2809 Eh. For the largest force on an atom, the calculation gives 0.5 eV Å⁻¹. As for the net charge: 0. The highest occupied orbital energy (spin up / spin down) comes out at -8.5 / -8.3 eV. The lowest unoccupied orbital energy (spin up / spin down) comes out at -2.1 / -0.6 eV. The calculation puts the energy above the lowest of the compared OMol25 structures with the same formula, charge and spin at 10.1 kJ/mol.

Last column: Löwdin charge in e.
Atoms and positions in Å:
C (-2.072963, 4.732152, -1.686379)  -0.051
C (-2.465460, -4.031197, 2.437625)  -0.007
N (2.069032, -1.248458, -2.930608)  0.042
H (0.602401, 3.937870, 1.404285)  0.068
F (0.703780, -4.049793, 1.111308)  0.142
H (-4.409825, -4.091356, 0.263982)  0.086
F (2.050049, -4.595430, 5.554072)  0.171
N (-1.701083, 1.510931, 0.761148)  0.077
O (-3.105109, -0.961429, -1.232574)  0.040
O (-0.803180, -1.977603, 3.212233)  0.035
C (1.371889, -4.366757, 3.321076)  -0.137
C (4.809900, -1.726889, -2.952111)  -0.050
B (-0.185019, -0.713761, 3.687439)  -1.133
H (-2.089789, -4.809454, 1.768400)  0.091
C (-1.473043, 1.894084, 1.952259)  -0.276
H (-2.065801, 2.542161, 3.898331)  0.091
C (3.023242, -2.861912, 4.309633)  -0.146
H (4.293662, -3.578588, -1.973222)  0.109
N (1.355639, 1.484812, -3.352955)  0.157
C (-3.174931, -2.375761, 0.590482)  -0.235
C (1.458438, -3.697168, 2.142730)  -0.117
C (0.836976, 2.602932, -3.859310)  -0.204
F (0.546212, -5.397449, 3.480948)  0.137
C (2.323386, 0.878877, -4.044532)  -0.216
F (-4.721330, 1.394558, -1.096948)  0.253
H (-4.947496, -2.624692, -0.577729)  0.082
Cs (0.678626, -0.029199, -0.416987)  1.142
H (-2.769331, 5.293581, -1.078521)  0.110
C (2.802001, 1.352080, -5.261569)  -0.014
H (-1.882028, -4.039940, 3.353043)  0.074
H (2.606608, 2.911552, -6.725495)  0.112
F (3.727624, -2.498651, 5.373161)  0.151
C (4.289902, -0.562638, -3.493027)  -0.014
F (-1.124444, 0.148706, 4.264968)  0.146
F (0.774827, -1.084559, 4.634393)  0.150
H (5.878155, -1.899442, -2.946705)  0.111
C (3.938500, -2.656279, -2.410663)  -0.050
H (-0.314966, 4.150004, 2.899306)  0.087
H (1.362663, 3.567644, 2.957951)  0.088
H (-1.371490, 3.799529, -4.842897)  0.114
H (0.832814, 4.075136, -5.423909)  0.113
H (-3.502398, -4.276450, 2.674306)  0.083
N (-0.103563, 3.362158, -1.764110)  0.134
C (-4.511847, -3.007620, 0.341756)  0.000
C (-1.280358, 3.914088, -3.771529)  -0.019
C (-1.010351, 4.067929, -1.094346)  -0.139
C (-0.028371, 2.096136, 2.313277)  -0.311
H (-3.131259, 3.088469, 2.568981)  0.095
O (2.375342, -1.915682, 0.913108)  -0.061
C (2.913305, -0.363502, -3.465541)  -0.246
H (-0.895751, 4.096726, -0.019111)  0.085
H (-3.050039, 5.109160, -3.565201)  0.112
H (3.572387, 0.806381, -5.788511)  0.115
C (0.429844, 3.527016, 2.400526)  -0.009
N (-2.696073, -1.500494, -0.202592)  0.016
C (3.108032, -2.174020, 3.134889)  -0.116
C (-2.219044, 4.635709, -3.058892)  -0.053
C (2.151633, -3.947751, 4.410972)  -0.099
B (-3.424666, 1.402776, -0.814111)  -0.918
C (2.258665, 2.511393, -5.782262)  -0.044
C (2.583157, -2.368158, -2.426088)  -0.159
O (-3.092985, 1.464237, 0.509623)  0.102
F (3.895656, -1.124728, 3.032306)  0.170
H (-5.189654, -2.800227, 1.171605)  0.095
C (1.263829, 3.150047, -5.068472)  -0.012
C (-2.520743, 2.268146, 2.951002)  0.003
C (2.333523, -2.551108, 1.969268)  -0.276
H (1.872746, -3.069880, -2.001832)  0.112
C (-2.365147, -2.686053, 1.790382)  -0.270
N (0.839930, 1.215363, 2.610929)  0.102
C (-0.226568, 3.308957, -3.089227)  -0.231
F (-2.560090, 1.571358, -1.804099)  0.244
O (0.406088, -0.096933, 2.482483)  -0.162
H (-3.171473, 1.410889, 3.115165)  0.099
H (4.939428, 0.195475, -3.908980)  0.115
N (-1.622201, -1.718033, 2.161724)  0.118

Forces on atoms 1 to 3 (eV/Å):
C 0.0193 -0.0084 0.0029
C 0.0129 -0.0129 -0.0169
N 0.1401 -0.0917 -0.0705

=====

A molecular structure, C29H23Cl5F3N2O7S2Sc. Source: the OMol25 dataset; level of theory: ωB97M-V/def2-TZVPD.

The calculation puts the molar mass at 854.859 g mol⁻¹. Its spin multiplicity is 2. Its HOMO-LUMO gap (spin up / spin down) is 0.2413 / 0.2646 Eh. For the largest force on an atom, the calculation gives 0.5 eV Å⁻¹. As for the net charge: -1. The highest occupied orbital energy (spin up / spin down) comes out at -4.8 / -5.9 eV. The lowest unoccupied orbital energy (spin up / spin down) comes out at 1.8 / 1.3 eV. The calculation puts the energy above the lowest of the compared OMol25 structures with the same formula, charge and spin at 1141.6 kJ/mol.

Last column: Löwdin charge in e.
Atoms and positions in Å:
C (3.143796, 3.588616, -1.228908)  -0.070
C (1.230647, -0.310983, -4.668760)  -0.708
C (-1.546979, 0.462094, -0.364977)  -0.373
C (2.887403, 1.776874, 0.504252)  -0.209
H (2.083075, 1.180762, -2.127109)  0.063
N (-1.349082, -0.771594, 2.541633)  -0.104
C (0.353376, -0.767452, -3.560723)  -0.408
H (3.415202, 4.306756, -0.452945)  0.079
O (-2.219943, 1.313025, 3.004980)  0.064
C (-2.428950, 1.490581, -0.392978)  -0.227
O (-1.224531, -2.574878, 0.906305)  -0.409
H (2.069838, 3.674103, -1.406947)  0.075
C (-3.427052, 2.036131, -1.235159)  -0.087
N (-3.615936, -1.068798, -2.042211)  -0.201
H (-4.932503, 1.350082, 2.264946)  0.124
Sc (0.080009, -0.855229, 0.608181)  0.737
C (-3.681359, -0.381105, 2.154386)  -0.142
C (-2.362278, 0.165768, 2.635676)  -0.516
C (-5.821377, -1.704169, 1.027362)  -0.064
C (1.129646, 0.586655, 4.287715)  -0.036
H (3.743210, 0.579331, 3.568821)  0.118
H (-3.791687, 2.979978, -0.842710)  0.089
C (-4.635180, -2.400627, 1.212773)  -0.024
C (-3.587080, -1.701305, 1.775811)  -0.217
Cl (-1.802873, -0.796406, -1.700352)  0.913
H (-4.378271, 2.685105, -2.974473)  0.092
H (4.600214, 2.127294, -0.673471)  0.128
H (3.425437, 0.154990, -1.651298)  0.076
H (3.653644, 3.866933, -2.153527)  0.074
F (4.765001, -3.747133, 1.218892)  0.131
C (2.378297, -1.004321, -4.628992)  -0.745
C (1.127116, -1.824617, -2.893111)  -0.665
H (-2.265542, 2.101074, 0.495800)  0.095
C (3.157463, 1.174818, -1.930946)  -0.066
H (-6.870786, 0.149421, 1.242559)  0.104
Cl (3.561358, -3.039037, -3.135142)  0.731
H (1.031670, -0.500925, 4.303654)  0.081
H (-4.479737, 0.959821, -4.398421)  0.112
C (0.941845, 1.497592, 1.930980)  -0.095
H (3.680633, 1.435857, -2.854880)  0.082
H (1.763066, 0.878411, 5.127266)  0.079
F (3.932781, -2.166326, -0.001770)  0.105
H (4.739022, 1.238460, 1.423321)  0.114
H (-4.527284, -3.432504, 0.908346)  0.125
H (0.884925, -0.176797, -0.829821)  -0.016
C (-5.936015, -0.369528, 1.411281)  -0.057
Cl (0.848417, 0.931046, -5.776686)  0.705
F (4.693293, -1.725226, 1.976743)  0.129
C (1.510723, 1.858779, 0.711579)  -0.071
C (1.735904, 1.025624, 2.985519)  -0.277
H (-6.664669, -2.199754, 0.564951)  0.105
C (-4.086317, 0.756343, -3.410088)  -0.170
C (3.665793, 1.321656, 1.558472)  -0.022
C (3.104513, 0.952233, 2.776388)  -0.046
H (0.864080, 2.214557, -0.081593)  0.107
O (1.676894, -1.693993, 1.642205)  -0.402
O (-1.940610, -3.214728, 3.165568)  -0.246
Cl (3.727021, -0.828712, -5.660171)  0.686
H (0.135990, 1.009306, 4.421475)  0.070
O (2.587710, -3.151279, 3.359169)  -0.259
H (-0.122938, 1.636577, 2.091554)  0.088
C (-0.807598, -0.105652, -3.500132)  0.082
Cl (0.671514, -2.791807, -1.559037)  0.788
O (1.871384, -4.078460, 1.184323)  -0.283
C (3.515339, 2.163155, -0.819514)  -0.376
C (2.308981, -1.952953, -3.525123)  -0.732
C (-3.949627, 1.786623, -2.538892)  -0.109
C (4.032761, -2.628751, 1.246793)  -0.660
S (-1.948198, -2.212326, 2.148934)  0.665
O (-3.824855, -0.567960, -3.307523)  -0.245
C (-4.867705, 0.307331, 1.983207)  0.002
S (2.367968, -2.978431, 1.956537)  0.517

Forces on atoms 1 to 3 (eV/Å):
C -0.0037 0.0103 0.0190
C -0.0434 0.0618 -0.0103
C -0.0442 -0.2750 -0.0529

=====

A molecular structure, C29H24ClEuF6N12O7PS3 at a distorted geometry. Source: the OMol25 dataset; level of theory: ωB97M-V/def2-TZVPD.

The calculation puts the molar mass at 1081.168 g mol⁻¹. Its spin multiplicity is 8. Its HOMO-LUMO gap (spin up / spin down) is 0.1581 / 0.2259 Eh. For the largest force on an atom, the calculation gives 2.4 eV Å⁻¹. As for the net charge: -2. The highest occupied orbital energy (spin up / spin down) comes out at -0.4 / -2.2 eV. The lowest unoccupied orbital energy (spin up / spin down) comes out at 3.9 / 3.9 eV. The calculation puts the energy above the lowest of the compared OMol25 structures with the same formula, charge and spin at 0.0 kJ/mol.

Last column: Löwdin charge in e.
Atoms and positions in Å:
C (3.579264, 1.670238, -3.845958)  -0.109
N (-1.703163, -2.191082, 1.353684)  -0.037
S (0.292871, -0.434452, 4.244253)  0.624
H (-4.128284, 1.703673, -4.831452)  0.093
H (-4.977634, -1.358110, -2.417576)  0.112
H (4.903426, -1.038141, 5.755775)  0.093
F (2.743138, -3.656975, -0.441946)  0.082
C (1.600625, 2.698653, -2.976391)  -0.088
Cl (2.501130, -0.400810, -0.648822)  0.792
C (2.113445, -4.694169, 3.015318)  -0.698
F (2.384793, -4.224233, 4.229222)  0.134
S (0.769075, -3.702946, 2.304284)  0.578
H (5.833405, -0.225549, 3.543965)  0.085
F (1.780383, -3.674728, -2.373544)  0.084
H (2.340422, 4.908351, 1.934639)  0.098
H (-1.007661, 6.566658, -0.168321)  0.093
H (-4.263512, -1.129355, 3.017610)  0.121
H (0.890685, 6.856252, 1.401410)  0.089
H (-0.295364, 0.383512, -3.462867)  0.114
H (4.375185, 1.619846, -4.581332)  0.098
N (-2.808673, 2.332232, 2.379398)  -0.107
H (-2.064399, 0.356455, -5.158861)  0.097
H (0.844570, 3.475712, -3.028726)  0.112
Eu (0.180024, -0.655983, 1.128777)  1.252
C (2.484698, 0.791423, -1.905749)  -0.609
N (-1.753732, 1.878904, 1.769530)  -0.087
O (-0.689430, -4.503320, -1.398209)  -0.309
C (1.704454, -4.172042, -1.118675)  -0.673
H (-2.676046, 2.930128, -0.995633)  0.104
H (-4.289876, -2.592056, -1.353018)  0.117
H (4.272067, -0.043617, -2.757468)  0.102
H (-3.440434, -3.092586, -3.522007)  0.077
O (0.221659, -2.304708, -0.455573)  -0.537
C (3.523893, 0.736670, -2.840647)  -0.112
F (3.221028, -4.631984, 2.279764)  0.133
H (-4.417134, 2.987126, -2.737546)  0.105
C (2.626360, 2.669578, -3.914423)  -0.092
H (4.187161, 0.510287, 1.800665)  0.113
F (1.916438, -5.497496, -1.202520)  0.096
H (2.456666, -1.134497, 6.046301)  0.094
C (-0.615458, 4.485835, -0.505356)  -0.096
H (2.672612, 3.418099, -4.698685)  0.095
H (-1.825728, -1.619057, -1.690782)  0.085
C (-1.180464, 0.988140, -3.311267)  -0.101
C (0.176736, 3.387989, -0.197287)  -0.359
H (-2.939160, -1.544545, -3.751685)  0.055
N (-1.758311, -3.311039, 0.634099)  -0.187
O (1.411832, -2.411098, 2.012864)  -0.461
C (-2.859131, 0.227337, 2.466000)  -0.525
C (-1.307947, 1.757686, -2.152406)  -0.357
N (-2.884120, -3.927045, 0.776384)  -0.002
C (-4.048353, -1.777152, -2.036063)  -0.154
O (-3.991916, 0.146880, -0.609907)  0.105
C (3.890856, 0.158786, 2.777890)  -0.060
O (1.789260, 0.607692, 2.007937)  -0.414
C (-3.499761, 2.436453, -2.919040)  -0.080
N (0.464974, -4.533690, 1.008563)  -0.290
O (-0.210595, -3.754340, 3.349802)  -0.284
O (-2.063824, -0.866652, -1.112221)  0.024
C (-2.494230, 2.441200, -1.949053)  -0.108
C (-2.888577, -2.132332, 1.912045)  -0.450
C (1.510797, 4.799766, 1.243921)  -0.083
S (0.038229, -3.778954, -0.375922)  0.623
H (-1.441597, 4.395765, -1.199718)  0.077
C (1.966365, -0.345016, 4.123796)  -0.724
C (-3.386313, -0.717308, -1.178471)  -0.539
C (4.770109, -0.251918, 3.742611)  -0.100
C (4.240723, -0.709789, 4.958751)  -0.118
C (1.500626, 1.755977, -1.961810)  -0.366
C (0.701479, 5.891506, 0.944587)  -0.108
N (-1.755068, 0.525876, 1.815446)  -0.139
C (2.892770, -0.752954, 5.133204)  -0.112
H (1.865168, 2.707281, 0.955647)  0.086
C (-0.361279, 5.728541, 0.067908)  -0.095
F (1.746329, -5.971397, 3.124142)  0.128
N (-3.312787, -1.073472, 2.699676)  0.144
P (-0.010383, 1.670438, -0.846155)  1.103
N (-3.113653, -2.261840, -3.056304)  0.031
N (-3.656845, -3.181409, 1.590900)  0.045
N (2.559837, 0.146872, 2.968098)  -0.222
N (-3.545388, 1.291215, 2.842310)  0.009
C (1.252221, 3.560548, 0.679886)  -0.092
C (-3.344872, 1.710517, -4.082376)  -0.107
C (-2.186681, 0.963745, -4.269325)  -0.110

Forces on atoms 1 to 3 (eV/Å):
C 0.3255 0.0147 -0.2939
N -0.3899 -0.7406 -0.0633
S 0.2206 0.0789 0.3260

=====

> What is the net charge in the third record?

-2